# 1
DFT (wB97M-V/def2-TZVPD) results for a molecular structure, C51H45Cl3N3NaP3SiTe.

Structure (XYZ):
```
108
Properties=species:S:1:pos:R:3:lowdin_charge:R:1
Na 0.5763 1.7338 -1.4959 0.0830
Te -1.1839 -2.0918 1.2495 1.2194
C -2.3734 -2.2968 3.0697 -0.5145
C -3.8012 -2.4546 3.0431 -0.1231
C -4.4836 -2.7287 4.2388 -0.1735
N -3.8531 -2.7415 5.4138 0.0364
C -2.5498 -2.5018 5.4504 -0.1697
C -1.7764 -2.3150 4.2984 -0.1740
C -1.3125 -0.0289 0.8373 -1.0725
P -2.0938 0.5929 -0.5734 0.8646
C -3.8649 1.2246 -0.2125 -0.3220
C -4.6352 0.8331 0.8632 -0.1432
C -5.7269 1.5413 1.2880 -0.1196
C -5.9869 2.6953 0.6485 -0.1137
C -5.3025 3.1265 -0.5388 -0.1047
C -4.1943 2.4582 -0.9422 -0.0989
C -2.3518 -0.8107 -1.6807 -0.4239
C -3.5584 -1.4824 -1.7518 -0.1087
C -3.6383 -2.6904 -2.4575 -0.0619
C -2.4218 -3.2257 -2.9722 -0.0938
C -1.2184 -2.5785 -2.8571 -0.1153
C -1.1668 -1.3193 -2.2628 -0.1600
P -0.0783 1.0078 1.4795 0.8419
C 0.0730 0.7568 3.2955 -0.3544
C -1.0451 0.6462 4.1114 -0.1192
C -0.9809 0.4646 5.5052 -0.0890
C 0.3080 0.3879 6.0368 -0.0953
C 1.4660 0.5907 5.2605 -0.0989
C 1.3507 0.7576 3.9139 -0.0972
C -0.8537 2.6615 1.5294 -0.3884
C -2.1876 3.0106 1.7836 -0.0716
C -2.5980 4.3766 1.7628 -0.0617
C -1.6998 5.3408 1.3199 -0.1112
C -0.3482 5.0423 1.1079 -0.1092
C 0.0297 3.7130 1.2971 -0.1489
H -4.3443 -2.5460 2.0548 0.1012
H -5.5386 -2.9872 4.1981 0.0925
H -1.9984 -2.5637 6.3663 0.0951
H -0.7193 -2.0165 4.4756 0.1026
H -4.3886 -0.0924 1.4488 0.1093
H -6.1748 1.1637 2.1880 0.1038
H -6.8594 3.3466 0.8465 0.1007
H -5.5838 4.1185 -0.9925 0.1134
H -3.5796 2.7206 -1.7570 0.0671
H -4.5039 -1.0222 -1.4374 0.1034
H -4.5302 -3.3138 -2.5205 0.0957
H -2.4057 -4.1531 -3.4461 0.0734
H -0.3453 -2.9512 -3.3781 0.0996
H -0.1297 -0.8988 -2.1986 0.0389
H -2.0296 0.7547 3.6187 0.1099
H -1.8989 0.3170 6.0315 0.0949
H 0.4660 0.3677 7.1024 0.0877
H 2.4625 0.5030 5.7104 0.1042
H 2.1818 0.9113 3.2659 0.0795
H -2.9073 2.2242 1.9603 0.0778
H -3.6276 4.5125 1.9142 0.0773
H -2.0178 6.3891 1.2685 0.0962
H 0.3599 5.8958 0.9179 0.1198
H 1.1147 3.5933 1.1147 0.0896
C 0.5808 4.9277 -4.6622 -0.0761
N -0.4438 4.2150 -3.8818 -0.1760
C -0.8382 4.9141 -2.6601 -0.0540
C -0.5321 2.8846 -3.8911 -0.3172
N -0.8391 1.7715 -3.9246 0.1917
H 1.3736 5.3594 -4.0007 0.0638
H 0.1153 5.7451 -5.0962 0.0537
H 0.9860 4.2315 -5.4054 0.0604
H -0.1236 4.7522 -1.7757 0.0637
H -1.7542 4.6261 -2.3000 0.0495
H -0.8611 5.9591 -2.8518 0.0816
Cl 3.4765 2.9514 -4.9401 -0.0099
Si 3.4266 2.3052 -2.7614 -0.3422
Cl 2.5422 4.0551 -1.8415 0.1034
Cl 5.5043 2.7426 -2.3926 0.0138
C 4.3453 -0.4350 -4.6488 -0.1222
C 5.0467 -0.8570 -3.5526 -0.1135
C 4.3742 -1.3610 -2.4613 -0.1116
C 2.9713 -1.4096 -2.4635 -0.3909
C 2.2462 -1.1316 -3.5587 -0.1365
C 2.9404 -0.5435 -4.6046 -0.1155
P 2.0368 -1.9923 -0.9651 1.1199
C 2.2956 -3.7996 -1.1076 -0.4011
C 3.4709 -4.4345 -1.5989 -0.0559
C 3.6393 -5.8099 -1.6813 -0.0856
C 2.6028 -6.6360 -1.2463 -0.0827
C 1.3996 -6.0162 -0.8076 -0.0513
C 1.2576 -4.5895 -0.7672 -0.1321
C 3.2342 -1.7665 0.4296 -0.3384
C 3.8948 -0.5851 0.7121 -0.1193
C 4.8809 -0.4940 1.6713 -0.0985
C 5.1094 -1.5430 2.5077 -0.1396
C 4.3792 -2.6970 2.4113 -0.1034
C 3.4634 -2.8289 1.3746 -0.0708
H 4.7987 -0.0336 -5.5447 0.1018
H 6.1246 -0.7227 -3.6464 0.1127
H 5.0201 -1.5186 -1.6268 0.1015
H 1.1730 -1.2400 -3.6313 0.0813
H 2.3834 -0.2748 -5.4645 0.0920
H 4.2722 -3.7970 -1.9371 0.0881
H 4.4739 -6.2509 -2.1040 0.0744
H 2.6172 -7.7277 -1.3894 0.1005
H 0.5614 -6.6427 -0.6151 0.0811
H 0.2814 -4.1602 -0.6389 0.0426
H 3.7385 0.2524 0.0644 0.0863
H 5.5245 0.3801 1.7248 0.1099
H 5.8803 -1.5187 3.3038 0.1085
H 4.5772 -3.5320 3.2186 0.1384
H 2.8515 -3.6934 1.2173 0.0829
```

## Properties
Multiplicity: 1
Charge: -1
Energy relative to the best compared isomer or geometry (same formula, charge and spin) in kJ/mol: 286.14
DFT total energy in hartree: -5259.2344
HOMO level in Eh: -0.146
M in g mol⁻¹: 1077.90
Kohn-Sham gap in eV: 5.76


# 2
DFT (wB97M-V/def2-TZVPD) results for a molecular structure, C51H46As2NO10P2PtSTe.

Structure (XYZ):
```
115
Properties=species:S:1:pos:R:3:lowdin_charge:R:1
Pt -0.0578 -1.0121 0.0547 0.5288
Te 0.1432 1.5008 -4.2094 1.2539
C 1.2302 0.5256 -5.7651 -0.5554
C 2.4782 0.9790 -6.1706 -0.1437
C 3.2111 0.2183 -7.0746 -0.1705
N 2.7812 -0.9314 -7.5948 0.0408
C 1.5721 -1.3514 -7.2065 -0.1600
C 0.7688 -0.6688 -6.3051 -0.1345
C 0.2454 -0.1132 -2.8922 -0.9743
P 1.2130 0.1139 -1.4249 0.6687
C 1.3137 1.9029 -1.0732 -0.3941
C 0.1465 2.5144 -0.6010 -0.1529
C 0.1046 3.8810 -0.3791 -0.0837
C 1.2351 4.6521 -0.6199 -0.0940
C 2.3894 4.0543 -1.0961 -0.0810
C 2.4302 2.6850 -1.3304 -0.0913
C 2.9286 -0.3801 -1.7417 -0.3511
C 3.8660 -0.2712 -0.7103 -0.1020
C 5.1785 -0.6659 -0.9191 -0.0797
C 5.5613 -1.1803 -2.1539 -0.0932
C 4.6307 -1.2969 -3.1769 -0.0761
C 3.3136 -0.8976 -2.9706 -0.0752
P -1.2065 -0.9368 -2.2148 0.8398
C -0.7877 -2.7358 -2.2973 -0.4117
C 0.2542 -3.2232 -3.0760 -0.0968
C 0.5265 -4.5854 -3.1083 -0.0800
C -0.2379 -5.4709 -2.3597 -0.0927
C -1.2852 -4.9912 -1.5822 -0.0829
C -1.5594 -3.6311 -1.5554 -0.1140
C -2.5284 -0.8575 -3.4880 -0.3605
C -2.8089 -1.9191 -4.3459 -0.0761
C -3.7849 -1.7877 -5.3293 -0.0837
C -4.4958 -0.6032 -5.4602 -0.0957
C -4.2464 0.4468 -4.5872 -0.0872
C -3.2758 0.3144 -3.6061 -0.1515
H 2.8939 1.8932 -5.7633 0.0871
H 4.2041 0.5362 -7.3805 0.0966
H 1.2374 -2.2913 -7.6355 0.0984
H -0.1907 -1.0769 -6.0069 0.0887
H -0.7313 1.9028 -0.4257 0.0558
H -0.8056 4.3426 -0.0137 0.1017
H 1.2166 5.7177 -0.4233 0.1013
H 3.2690 4.6569 -1.2856 0.1024
H 3.3334 2.2294 -1.7158 0.1047
H 3.5582 0.1323 0.2503 0.0945
H 5.9054 -0.5743 -0.1200 0.1014
H 6.5845 -1.5001 -2.3136 0.0963
H 4.9220 -1.6986 -4.1401 0.1010
H 2.5806 -0.9796 -3.7665 0.0761
H 0.8482 -2.5226 -3.6510 0.0779
H 1.3468 -4.9549 -3.7146 0.0987
H -0.0162 -6.5322 -2.3764 0.0968
H -1.8638 -5.6712 -0.9678 0.1033
H -2.3720 -3.2515 -0.9428 0.1070
H -2.2585 -2.8468 -4.2586 0.1001
H -3.9855 -2.6200 -5.9937 0.0998
H -5.2437 -0.5002 -6.2377 0.0975
H -4.8080 1.3687 -4.6706 0.1013
H -3.0932 1.1346 -2.9222 0.0789
O -2.6719 -2.9584 2.7235 0.0228
C -1.7357 -2.8619 1.9372 -0.6275
O -1.5681 -1.8037 1.2111 -0.3019
C -0.7978 -4.0393 1.7972 -0.1587
C -1.3387 -5.2691 2.1920 -0.0408
C -0.6129 -6.4426 2.1449 -0.1007
C 0.7011 -6.4011 1.6879 -0.1026
C 1.2497 -5.2003 1.2869 -0.1502
C 0.5229 -3.9982 1.3374 -0.5820
S 1.4745 -2.6007 0.8431 0.6043
H -2.3597 -5.2600 2.5467 0.1111
H -1.0631 -7.3771 2.4575 0.0921
H 1.2938 -7.3073 1.6362 0.0954
H 2.2712 -5.1621 0.9251 0.0875
C 2.6254 -0.0066 3.0892 -0.0594
O 2.8009 1.2144 2.3451 -0.0348
C 1.9466 2.2147 2.5736 -0.5561
O 2.0952 3.2861 2.0582 0.1371
C 0.6898 1.9475 3.3768 -0.2649
C 0.5194 2.5251 4.5713 -0.3104
As -1.1596 3.1434 5.3606 1.3392
C -1.6915 1.7472 6.6425 -0.2874
C -2.4185 2.7330 3.9201 -0.3297
C -2.1879 2.0922 2.7784 -0.2599
As -0.6864 0.8664 2.3953 1.3308
C -0.9748 -0.3738 3.8773 -0.2482
C -3.2225 2.2024 1.6987 -0.5156
O -4.0404 3.0879 1.6226 0.1217
O -3.1002 1.2227 0.8066 -0.0913
C -4.0646 1.1994 -0.2530 -0.0250
C -3.7942 3.2623 4.2647 -0.5688
O -4.6496 2.5134 4.6429 0.1357
O -3.9872 4.5895 4.3136 -0.0334
C -3.0580 5.4622 3.6601 -0.0683
C 1.7435 3.0757 5.2432 -0.5186
O 2.8747 2.7535 4.9892 0.1257
O 1.4503 3.9340 6.2374 -0.1096
C 2.5842 4.5101 6.8944 -0.0411
H 3.5719 -0.5354 3.0299 0.0981
H 1.8525 -0.6278 2.6418 0.0000
H 2.3962 0.2080 4.1330 0.0934
H -0.8025 1.3772 7.1507 0.0267
H -2.2180 0.9318 6.1564 0.0183
H -2.3500 2.2086 7.3744 0.0177
H -0.7654 0.1081 4.8253 -0.0009
H -0.3092 -1.2272 3.7447 0.0334
H -1.9980 -0.7466 3.8348 0.0409
H -3.8500 0.2986 -0.8166 0.0742
H -3.9566 2.0840 -0.8791 0.0945
H -5.0720 1.1739 0.1549 0.1020
H -3.6450 6.2233 3.1543 0.0939
H -2.4589 4.9314 2.9225 0.0821
H -2.4062 5.9245 4.3975 0.0749
H 2.1873 5.2680 7.5626 0.0907
H 3.2591 4.9542 6.1676 0.0957
H 3.1263 3.7528 7.4567 0.0944
```

## Properties
Multiplicity: 1
Charge: -1
Energy relative to the best compared isomer or geometry (same formula, charge and spin) in kJ/mol: 75.62
DFT total energy in hartree: -8718.0479
HOMO level in Eh: -0.167
M in g mol⁻¹: 1399.46
Kohn-Sham gap in eV: 6.28